Record 1
78
Properties=species:S:1:pos:R:3:mulliken_charge:R:1 method="wB97M-V/def2-TZVPD" total_energy_ev=-39513.0468 lumo_energy_ev=-0.85
C -0.0387 3.9263 -0.3901 -0.8161
C -1.5893 3.3221 -0.3685 0.4522
C -2.3390 3.2874 -1.8617 -1.0595
C -2.2617 2.8163 0.8943 0.0538
C -3.8242 2.3270 0.8194 -0.7296
C -4.2663 1.2226 1.9448 -0.9422
C -3.4137 -0.1754 1.9323 0.7916
C -4.4976 -1.3716 2.3696 -1.2504
C -2.8182 -0.6229 0.4734 -0.0461
C -1.7913 -1.9000 0.5742 -0.7358
N -0.3312 -1.5368 0.7322 0.0131
C -0.0190 -0.7538 2.0118 -0.1206
C 1.6440 -0.7785 2.1549 -0.0025
C 2.1353 -0.3320 3.6544 -1.0290
C 1.9759 1.2643 3.9925 0.4227
N 0.5459 1.7709 4.0075 -0.4952
N 2.5036 1.4672 5.4279 -0.6766
N 2.8825 2.1486 3.1141 -0.6528
O 2.2886 -0.0498 1.0472 0.0626
C 1.9455 -0.6902 -0.2659 -0.0229
B 2.4389 0.3366 -1.4920 0.0291
O 1.6098 1.4717 -1.9990 -0.2984
N 3.8094 0.1371 -2.1128 -0.1413
C 4.8192 0.2549 -0.9796 -0.8055
C 3.8881 -1.2520 -2.7469 -0.6128
C 0.2917 -0.8470 -0.4627 -0.0531
F -0.0892 -1.4102 -1.7785 -0.0886
H 0.3117 4.0301 -1.5265 0.2503
H 0.6724 3.1556 0.1444 0.0359
H 0.0318 5.0221 0.0535 0.3398
H -2.1935 2.2002 -2.2903 0.2090
H -1.8347 4.0246 -2.6275 0.3685
H -3.5010 3.5008 -1.7648 0.2865
H -1.6097 2.8047 1.8938 0.1166
H -4.5238 3.2840 0.9155 0.3660
H -4.1004 1.8547 -0.2396 0.2854
H -5.4283 1.0482 1.8922 0.3195
H -4.0696 1.7305 3.0065 0.2325
H -2.6216 -0.1196 2.7919 0.1034
H -5.5310 -1.1422 1.8183 0.3211
H -4.1737 -2.4368 2.0102 0.3065
H -4.6829 -1.4006 3.5277 0.3024
H -3.7411 -0.9597 -0.1955 0.4734
H -2.2647 0.2177 -0.1230 -0.3664
H -1.9175 -2.6016 -0.3766 0.2180
H -2.0590 -2.5948 1.5072 0.5301
H 0.1905 -2.4581 0.8437 0.5507
H -0.5380 -1.2201 2.9736 0.3493
H -0.4064 0.3614 1.8918 -0.1289
H 1.9618 -1.9207 2.0257 0.3038
H 3.2975 -0.5777 3.7507 0.2452
H 1.6163 -0.9357 4.5291 0.3794
H 0.4076 2.5508 4.6956 0.3331
H 0.3098 2.1095 3.0386 -0.0327
H 2.2327 0.6330 6.0231 0.2831
H 3.5440 1.5574 5.4318 0.2872
H 3.0476 3.0300 3.6703 0.3019
H 3.8291 1.6865 3.0878 0.2970
H 2.5004 -1.7425 -0.3371 0.1473
H 1.0855 1.1988 -2.8105 0.2948
H 4.8055 -0.6703 -0.2528 0.2244
H 4.5855 1.2325 -0.3559 0.2387
H 5.9322 0.3676 -1.3518 0.2987
H 4.6683 -1.9045 -2.1656 0.2986
H 4.2425 -1.2114 -3.8699 0.2681
H 2.8057 -1.7514 -2.6977 0.1334
H -0.1103 0.2762 -0.4427 0.0467
C 0.1998 -4.3480 -5.9390 -1.3313
C -0.2055 -2.8672 -5.8505 0.5616
C -0.5926 -2.5327 -4.4004 -0.7790
O -1.2756 -2.6933 -6.6066 -0.9161
H -0.6099 -5.0241 -5.6338 0.3149
H 0.4997 -4.6219 -6.9584 0.3168
H 1.0550 -4.5480 -5.2827 0.2812
H 0.7086 -2.2929 -6.0572 0.1046
H -1.4315 -3.1418 -4.0383 0.2421
H -0.8730 -1.4772 -4.2926 0.1343
H 0.2548 -2.7149 -3.7289 0.0065

***

Record 2
81
Properties=species:S:1:pos:R:3:mulliken_charge:R:1 method="wB97M-V/def2-TZVPD" total_energy_ev=-56010.0668 lumo_energy_ev=0.15
Sr 0.0827 0.1593 -0.5271 1.0112
C -1.0913 4.5009 1.8924 -0.8012
N -1.3137 3.9153 0.5759 0.1129
C -2.6885 3.9011 0.1044 -1.0347
C -0.3870 3.1994 -0.0592 1.0184
O -0.5884 2.6180 -1.1408 -0.7259
C 0.9891 3.1005 0.5981 -1.0893
O 1.7943 2.1627 -0.0918 -0.2886
C 2.5038 2.6818 -1.1953 -1.0689
C 2.3390 1.8254 -2.4470 0.6391
O 1.6736 0.7933 -2.4643 -0.4593
N 2.9934 2.2636 -3.5411 0.1637
C 3.9160 3.3834 -3.5360 -0.9336
C 2.9911 1.4453 -4.7457 -0.9866
H -1.8218 5.2960 2.0301 0.3362
H -0.1011 4.9476 1.9590 0.3374
H -1.2130 3.7496 2.6768 0.2127
H -3.0477 4.9234 -0.0197 0.3252
H -3.3179 3.3880 0.8342 0.3564
H -2.7417 3.3796 -0.8454 0.2856
H 0.8945 2.7457 1.6247 0.3575
H 1.4560 4.0911 0.6266 0.5877
H 3.5694 2.7118 -0.9394 0.5286
H 2.1900 3.7031 -1.4245 0.5083
H 3.5541 4.2076 -2.9262 0.3084
H 4.0128 3.7478 -4.5569 0.3198
H 4.9080 3.0907 -3.1799 0.3198
H 2.2408 0.6683 -4.6505 0.2154
H 3.9693 0.9822 -4.8937 0.3513
H 2.7603 2.0709 -5.6084 0.3514
O -1.2432 1.7669 3.6033 -0.7857
C -0.8108 0.7440 3.0785 -0.4140
O -0.4952 0.5484 1.8716 -0.2391
C -0.6231 -0.4886 3.9801 0.4654
N 0.4368 -1.3984 3.4270 1.0403
C 1.0451 -2.1636 4.5698 -0.3753
C 0.3523 -1.6224 5.8244 -0.6183
C -0.1448 -0.2421 5.3992 -0.7689
H -1.5621 -1.0477 3.9848 0.2699
H 1.1693 -0.8099 2.9904 -0.6360
H 0.0776 -2.0062 2.6837 -0.2728
H 2.1101 -1.9449 4.5616 0.2336
H 0.8997 -3.2286 4.4098 0.3223
H 1.0366 -1.5893 6.6695 0.3910
H -0.4935 -2.2554 6.0982 0.2982
H 0.6720 0.4829 5.3880 0.3140
H -0.9401 0.1536 6.0245 0.4051
C -0.5425 -3.5724 1.1273 -0.6970
Si -1.1997 -3.4691 -0.6582 0.1442
C 0.1852 -4.0574 -1.7861 -0.9948
C -2.5543 -4.7850 -0.7302 -1.1031
C -1.7207 -1.7625 -0.9928 -0.3401
Si -2.3658 -1.3207 -2.6400 0.3702
C -3.7286 -2.4012 -3.3784 -1.1514
C -3.0850 0.4330 -2.5786 -0.9630
C -0.9957 -1.2829 -3.9443 -0.6154
H -0.3845 -4.6047 1.4513 0.2780
H -1.2791 -3.1225 1.8045 0.2171
H 0.4124 -3.0455 1.1920 0.0147
H 0.5720 -5.0236 -1.4544 0.3846
H 1.0141 -3.3475 -1.7992 0.2144
H -0.1763 -4.1825 -2.8090 0.2915
H -2.1901 -5.7656 -0.4139 0.3137
H -2.9480 -4.8839 -1.7423 0.2721
H -3.3889 -4.5112 -0.0806 0.2962
H -2.4808 -1.4943 -0.2407 0.2799
H -4.5522 -2.5155 -2.6709 0.3355
H -3.3492 -3.3996 -3.6055 0.2739
H -4.1295 -1.9796 -4.3031 0.3110
H -3.8704 0.5003 -1.8223 0.2837
H -3.5297 0.6952 -3.5422 0.3707
H -2.3344 1.1957 -2.3507 0.1572
H -0.6400 -2.2914 -4.1626 0.3237
H -0.1288 -0.6922 -3.6351 -0.1169
H -1.3699 -0.8535 -4.8772 0.3526
B 3.3691 -0.2929 2.4126 0.3741
C 2.6991 -0.9602 1.1432 0.4620
N 2.1485 -1.4157 0.2334 -0.6465
H 2.5080 0.4157 2.9307 -0.1307
H 4.2877 0.4052 2.0591 -0.2234
H 3.7345 -1.1641 3.1705 -0.2275

***

Record 3
91
Properties=species:S:1:pos:R:3:mulliken_charge:R:1 method="wB97M-V/def2-TZVPD" total_energy_ev=-66828.9699 lumo_energy_ev=0.03 smiles="C[N+](=O)[O-].C[N+](=O)[O-].C[N+](=O)[O-].C[N+](=O)[O-].C[N+](=O)[O-].CCOC(C)=O.CCOC(C)=O.CCOC(C)=O.CCOC(C)=O"
C 1.3499 4.9304 -3.7052 -0.7306
N 0.5239 5.2181 -2.5172 0.8807
O 0.0991 4.3280 -1.8283 -0.5078
O 0.2115 6.3658 -2.4224 -0.5161
H 1.2515 3.8708 -3.9412 0.3018
H 2.3930 5.1823 -3.5143 0.2750
H 1.1020 5.5407 -4.5736 0.2990
C -2.9509 -6.7733 -2.6152 -0.6594
N -1.6947 -7.2627 -2.0515 0.8191
O -1.6468 -8.4155 -1.6499 -0.5032
O -0.7548 -6.4856 -1.8490 -0.5069
H -3.6309 -6.8195 -1.7646 0.2684
H -3.2351 -7.4564 -3.4156 0.2814
H -2.8312 -5.7671 -3.0167 0.3005
C 2.3838 -3.8380 -4.8445 -0.6184
N 2.0723 -2.4355 -5.2935 0.8282
O 2.3290 -1.5100 -4.5644 -0.5122
O 1.7319 -2.2875 -6.4440 -0.5202
H 1.6858 -4.4556 -5.4098 0.2770
H 2.3322 -3.9432 -3.7609 0.2816
H 3.4129 -3.9139 -5.1958 0.2642
C -0.6656 -0.4828 -0.7163 -0.6542
N -1.7252 -1.1990 -1.4926 0.8680
O -1.9855 -0.8303 -2.6348 -0.5229
O -2.3262 -2.0562 -0.8434 -0.5208
H 0.0397 -0.0292 -1.4126 0.2874
H -0.1880 -1.3373 -0.2368 0.2969
H -1.1389 0.2539 -0.0673 0.2436
C 6.7861 -0.4751 0.6599 -0.6712
N 5.7048 -1.2541 -0.0509 0.8678
O 4.6931 -1.5836 0.5613 -0.5157
O 5.9860 -1.5642 -1.2066 -0.5131
H 7.7400 -0.8443 0.2835 0.3160
H 6.7478 -0.5877 1.7434 0.2478
H 6.8358 0.5707 0.3569 0.2690
C 6.0936 1.5810 5.7313 -1.1031
C 5.5331 0.1921 6.0940 -0.2103
O 4.1771 0.2070 5.6249 -0.2282
C 3.4492 -0.9090 5.7842 0.6471
C 2.0760 -0.7934 5.3203 -0.8706
O 3.7889 -1.9608 6.3508 -0.5799
H 7.1794 1.4862 5.7410 0.3696
H 5.6861 2.4387 6.2665 0.3222
H 5.8968 1.7830 4.6784 0.2588
H 6.0897 -0.5384 5.5070 0.2647
H 5.6412 -0.0757 7.1451 0.3295
H 1.3350 -0.8882 6.1140 0.2669
H 1.9496 -1.6319 4.6355 0.2670
H 1.9208 0.1750 4.8446 0.2674
C -6.0271 2.6979 -0.0081 -1.1514
C -5.0597 3.3649 0.8756 -0.1774
O -4.5534 2.4272 1.8394 -0.2753
C -4.5831 2.7124 3.1900 0.6783
C -4.0201 1.4907 3.9715 -0.8365
O -4.8504 3.7777 3.7911 -0.5826
H -6.4107 3.4145 -0.7344 0.3685
H -6.8476 2.1615 0.4684 0.3225
H -5.6146 1.9555 -0.6913 0.2754
H -4.2077 3.7660 0.3268 0.2724
H -5.5754 4.1650 1.4067 0.3147
H -4.7815 1.1752 4.6848 0.2700
H -3.1547 1.7858 4.5649 0.2669
H -3.7696 0.7218 3.2406 0.2539
C 8.1491 6.1581 2.1090 -1.1757
C 7.1714 5.2140 1.3450 -0.1376
O 5.8608 5.2047 1.9847 -0.2766
C 4.8699 4.5509 1.3669 0.6658
C 3.5136 4.5998 2.0878 -0.8923
O 4.9653 3.9434 0.3102 -0.5872
H 7.8438 7.2033 2.0588 0.3080
H 9.1704 5.9259 1.8070 0.3705
H 8.0221 5.8643 3.1510 0.3087
H 7.2240 5.7116 0.3767 0.2670
H 7.6116 4.2267 1.2050 0.2725
H 3.0230 3.6942 1.7311 0.2869
H 2.8460 5.4227 1.8325 0.2852
H 3.7730 4.5677 3.1460 0.3022
C -9.0127 -6.4121 -3.8858 -1.0472
C -9.3395 -5.2376 -2.9430 -0.2301
O -8.2569 -4.3256 -3.2249 -0.3049
C -8.3034 -3.3109 -4.0719 0.7229
C -7.0836 -2.4144 -3.9231 -0.8969
O -9.2223 -2.8889 -4.7616 -0.5766
H -9.6954 -7.2538 -3.7692 0.3856
H -7.9707 -6.6898 -3.7275 0.2686
H -9.1172 -6.1387 -4.9358 0.2935
H -10.3623 -4.8669 -3.0105 0.3370
H -9.2142 -5.5731 -1.9135 0.2366
H -6.8379 -2.5374 -2.8683 0.2782
H -7.3471 -1.3852 -4.1671 0.2871
H -6.2804 -2.5876 -4.6392 0.2475

***

Record 4
78
Properties=species:S:1:pos:R:3:mulliken_charge:R:1 method="wB97M-V/def2-TZVPD" total_energy_ev=-38751.4805 lumo_energy_ev=0.34 smiles="CC1(C)CCCC(C)(C)N1O.CC1(C)CCCC(C)(C)N1O.NC(N)=O.OCCO"
C -8.9848 5.8319 -21.8462 -1.6840
C -10.2724 4.9612 -21.6373 1.5611
C -10.4458 4.0191 -22.8209 -1.3206
C -10.0259 4.0226 -20.4150 -1.2526
C -10.3936 4.5112 -19.0177 -0.7653
C -11.7623 5.1466 -19.0832 -1.2244
C -11.7374 6.3022 -20.0884 1.3380
C -13.1849 6.8650 -20.0595 -1.7648
C -10.8388 7.4334 -19.6076 -1.6500
N -11.4929 5.7722 -21.4411 0.3101
O -11.7628 6.7133 -22.4555 -0.3164
H -8.8237 6.4458 -20.9633 0.3357
H -8.1690 5.1103 -21.8812 0.5516
H -8.9625 6.4189 -22.7626 0.2867
H -9.5360 3.6496 -23.2944 0.4260
H -11.1055 3.1701 -22.6258 0.4306
H -11.0060 4.4825 -23.6389 -0.1920
H -10.3794 3.0066 -20.5875 0.4797
H -8.9430 3.8664 -20.3400 0.3240
H -10.4242 3.6534 -18.3379 0.4221
H -9.5627 5.1004 -18.6287 0.3939
H -12.1616 5.5488 -18.1494 0.4367
H -12.5072 4.4023 -19.3766 0.3328
H -13.9429 6.2619 -20.5613 0.3118
H -13.2466 7.7661 -20.6867 0.4197
H -13.4987 7.2149 -19.0786 0.4631
H -11.2758 8.0723 -18.8431 0.4199
H -10.5739 8.1268 -20.4158 0.2815
H -9.8779 7.0468 -19.2718 0.3175
H -10.9899 7.3129 -22.4435 0.3443
C -11.2371 5.8095 -29.7288 -1.8202
C -11.5429 5.3902 -28.2566 1.0523
C -12.6181 4.2933 -28.4114 -1.8998
C -10.3138 4.7754 -27.5633 -1.0039
C -9.2684 5.7791 -27.1352 -0.9578
C -9.9152 6.8376 -26.2432 -0.4257
C -11.1509 7.5095 -26.8203 1.7190
C -11.9251 8.1698 -25.6900 -1.8533
C -10.7211 8.6123 -27.8078 -1.9402
N -11.9995 6.5315 -27.4915 1.2300
O -13.3224 6.9177 -27.7453 -0.5799
H -11.0601 4.9447 -30.3734 0.4711
H -12.0741 6.3071 -30.2232 0.3401
H -10.3896 6.4979 -29.7449 0.3063
H -13.5202 4.6995 -28.8703 0.5014
H -12.2284 3.3945 -28.8725 0.4858
H -13.0143 4.1071 -27.4021 0.3147
H -10.7110 4.1857 -26.7306 0.3743
H -9.7789 4.0738 -28.2122 0.3701
H -8.5319 5.2472 -26.5290 0.4559
H -8.8108 6.2240 -28.0215 0.3765
H -9.1786 7.6291 -26.0408 0.5616
H -9.9417 6.3826 -25.2463 -0.5094
H -12.2437 7.5278 -24.8682 0.1989
H -12.8550 8.6158 -26.0494 0.4386
H -11.3552 8.9889 -25.2441 0.4819
H -9.9193 8.3223 -28.4908 0.3293
H -10.3496 9.4642 -27.2328 0.5029
H -11.5485 8.9158 -28.4492 0.3410
H -13.8270 6.5437 -27.0099 0.3365
N -14.5862 4.6996 -22.6835 -0.2429
C -14.4495 4.6747 -24.0476 0.3607
N -13.2643 5.1723 -24.4825 0.1722
O -15.3331 4.1891 -24.7742 -0.8228
H -13.7497 4.8659 -22.1435 0.1377
H -15.4006 4.3183 -22.2449 0.2267
H -12.9913 5.0714 -25.4435 -0.1944
H -12.6985 5.6400 -23.7864 0.0488
O -17.0589 2.7475 -26.7476 -0.5721
C -16.7371 3.4829 -27.9348 -0.2470
C -17.0217 4.9759 -27.6996 -0.4542
O -15.9637 5.6875 -27.0565 -0.4184
H -16.3703 2.9666 -26.1031 0.3907
H -15.7085 3.3472 -28.2840 0.0670
H -17.3848 3.0904 -28.7201 0.3718
H -17.9739 5.0791 -27.1790 0.2689
H -17.0494 5.4470 -28.6890 0.3385
H -15.7738 5.2416 -26.1924 0.3543

***

Record 5
75
Properties=species:S:1:pos:R:3:mulliken_charge:R:1 method="wB97M-V/def2-TZVPD" total_energy_ev=-50471.0856 lumo_energy_ev="-12.23 / -18.10" charge=+4 spin_multiplicity=5
Pt -0.2841 -0.1576 0.1081 2.0698
C -1.3360 0.8919 1.3106 0.3489
O -2.0185 1.5017 2.0215 -0.4075
C 0.9435 -1.1202 -0.9830 0.3394
O 1.6304 -1.7763 -1.6562 -0.4592
P 0.2959 -1.6183 1.8971 -0.5309
C -0.9577 -2.9753 1.9544 0.2383
H -0.6438 -3.6296 2.7837 0.5788
C 1.8966 -2.5431 1.7534 0.6175
H 1.8992 -2.9044 0.7112 0.4669
C 0.2414 -0.9101 3.6085 0.6181
H -0.7540 -0.4365 3.6731 0.5892
C -1.3630 2.9314 -1.4365 0.6568
P -1.0402 1.1345 -1.7433 -0.7921
H -2.8664 0.7500 -3.2153 0.9340
H -2.1326 2.9670 -0.6451 0.5948
C -0.2381 1.1624 -3.4373 0.2689
H -0.8625 1.8501 -4.0370 0.6629
C 3.1162 -1.6306 1.9143 -1.5847
H 3.9785 -2.1561 1.4753 0.5041
H 3.3605 -1.4497 2.9700 0.3768
H 3.0077 -0.6618 1.4038 0.2187
C 2.0320 -3.7904 2.6362 -1.3084
H 2.1692 -3.5440 3.6945 0.2809
H 2.9346 -4.3195 2.3007 0.4753
H 1.1887 -4.4814 2.5297 0.3644
C 0.3038 -1.9370 4.7432 -1.6031
H -0.3744 -2.7845 4.5953 0.3731
H -0.0203 -1.4125 5.6518 0.4997
H 1.3204 -2.3048 4.9234 0.3739
C 1.2810 0.1954 3.8198 -1.2276
H 0.9774 0.7703 4.7086 0.5064
H 1.3607 0.8870 2.9678 0.0040
H 2.2798 -0.2097 4.0282 0.3446
C -2.3538 -2.4421 2.2856 -1.2042
H -2.4014 -1.9795 3.2794 0.3208
H -3.0613 -3.2821 2.2660 0.5045
H -2.6919 -1.7037 1.5463 0.1071
C -0.9580 -3.8100 0.6688 -1.2644
H -1.2350 -3.2078 -0.2075 0.1186
H -1.7060 -4.6087 0.7788 0.5498
H 0.0118 -4.2830 0.4667 0.3293
C -1.9525 3.6053 -2.6894 -1.7738
H -2.7677 3.0253 -3.1434 0.4418
H -1.1805 3.7973 -3.4496 0.4320
H -2.3631 4.5762 -2.3775 0.4901
C -0.1722 3.7405 -0.9035 -1.0491
H 0.6507 3.8150 -1.6287 0.2663
C -2.7753 -1.0746 -2.0289 -0.9446
H 0.2235 3.3358 0.0390 -0.1068
H -0.5225 4.7674 -0.7062 0.4985
C -3.8476 1.1151 -1.3258 -1.4247
H -2.4728 -1.3674 -1.0099 -0.2037
H -3.7927 -1.4614 -2.1723 0.6745
H -2.1128 -1.5987 -2.7327 0.1411
C -2.7367 0.4588 -2.1577 0.2473
H -4.7574 0.5007 -1.3758 0.4653
H -4.0992 2.1075 -1.7171 0.3723
H -3.5651 1.2209 -0.2673 0.2788
C -0.2687 -0.1941 -4.1512 -1.4234
H 0.3432 -0.9356 -3.6197 0.2321
H 0.1517 -0.0678 -5.1606 0.4879
H -1.2881 -0.5833 -4.2735 0.4161
C 1.1779 1.7386 -3.3919 -1.1749
H 1.8345 1.1560 -2.7303 0.1306
H 1.1975 2.7841 -3.0665 0.1919
H 1.6080 1.7133 -4.4050 0.5037
H -4.6505 -2.4047 -0.3637 -0.0177
H -4.4772 -2.9133 0.1596 0.0599
C 3.2160 2.0912 -0.0898 -0.3573
O 2.3162 1.9354 1.0056 -0.0835
H 3.4934 1.0838 -0.4118 0.2970
H 4.1179 2.6296 0.2205 0.3958
H 2.7630 2.6193 -0.9429 0.2102
H 1.8733 2.7994 1.1575 0.4720